C48H63N2O4SeSi4V as an isolated structure. Source: OMol25; level of theory: the ωB97M-V functional and the def2-TZVPD basis.

Calculated values
HOMO (spin up / spin down): -3.768 / -4.498 eV
E_tot: -6781.0039 hartree
Max |F|: 0.579 eV Å⁻¹
Gap between HOMO and LUMO (spin up / spin down): 0.2228 / 0.2496 Eh
Energy above the lowest of the compared OMol25 structures with the same formula, charge and spin: 0.000 eV

Structure (ORCA input):
```
! wB97M-V def2-TZVPD RIJCOSX def2/J DEFGRID3
* xyz -1 4
V 0.48645 -0.13001 0.80255
C -1.96763 3.99649 4.75601
C -1.57985 2.63968 4.20852
C -1.64621 1.53709 5.25400
O -0.27993 2.74298 3.67215
C -0.22326 1.94692 2.49212
C -1.64946 2.12311 1.93176
O -2.42451 2.29395 3.12446
C -2.27701 0.98415 1.02420
O -1.50837 -0.18639 1.01112
C -3.65476 0.52684 1.54118
C -3.70290 -0.17861 2.74560
C -4.88150 -0.73619 3.20816
C -6.05622 -0.59856 2.47388
C -6.02428 0.09852 1.27827
C -4.83212 0.65493 0.81539
C -2.41685 1.55984 -0.39671
C -1.99577 0.82800 -1.49836
C -2.16163 1.32617 -2.78580
C -2.75387 2.56253 -2.99220
C -3.18957 3.29852 -1.89747
C -3.02263 2.79827 -0.61486
C 0.97225 2.42939 1.61869
O 0.96814 1.72079 0.41407
C 0.81442 3.93101 1.34373
C 1.17417 4.90155 2.27490
C 0.98003 6.24881 2.00141
C 0.42407 6.64266 0.78998
C 0.07348 5.67941 -0.14624
C 0.27263 4.33173 0.12795
C 2.31138 2.14423 2.32275
C 3.45821 2.34421 1.55364
C 4.71324 2.02980 2.04337
C 4.84814 1.49930 3.32310
C 3.71742 1.29830 4.09686
C 2.45552 1.62311 3.60364
H -1.27128 4.29477 5.54162
H -2.97725 3.95828 5.16805
H -1.93113 4.72850 3.94917
H -1.08478 1.82629 6.14451
H -1.21699 0.61597 4.85103
H -2.68565 1.34992 5.53046
H -0.06946 0.89200 2.79787
H -1.66764 3.06016 1.38230
H -2.79488 -0.30091 3.32291
H -4.88371 -1.28675 4.14159
H -6.98059 -1.03720 2.83081
H -6.92640 0.20981 0.68832
H -4.83275 1.17794 -0.13242
H -1.51893 -0.13039 -1.33596
H -1.81344 0.74406 -3.63072
H -2.87551 2.95060 -3.99595
H -3.65742 4.26558 -2.04062
H -3.38599 3.37907 0.22653
H 1.60803 4.59748 3.21980
H 1.26574 6.99324 2.73530
H 0.27301 7.69424 0.57547
H -0.35387 5.97434 -1.09775
H 0.01560 3.56813 -0.59633
H 3.33887 2.73185 0.54861
H 5.58676 2.18044 1.42022
H 5.82706 1.23573 3.70589
H 3.80698 0.87639 5.09131
H 1.58783 1.45509 4.22719
C 0.29630 -5.08287 3.48528
N -0.69320 -4.26214 2.81914
C -0.59924 -2.92574 2.57742
Se 0.84163 -1.83315 3.03646
N -1.72025 -2.53529 1.97918
C -2.55917 -3.61561 1.79167
C -3.81434 -3.71511 1.21474
C -4.38976 -4.97449 1.18882
C -3.73579 -6.09075 1.72222
C -2.48159 -5.98701 2.30448
C -1.91047 -4.72565 2.32907
H 0.81244 -5.72336 2.76965
H -0.19287 -5.69750 4.24086
H 1.02222 -4.42853 3.95971
H -1.83315 -1.53087 1.60664
H -4.31360 -2.84179 0.81258
H -5.36881 -5.09913 0.74423
H -4.21963 -7.05812 1.67819
H -1.97177 -6.85183 2.70802
C 4.25863 -2.02611 0.92395
Si 3.24535 -2.89748 -0.41685
C 4.50797 -3.45056 -1.72026
C 2.55289 -4.48207 0.36691
Si 1.49143 -1.53257 -1.14259
Si 0.23371 -3.04679 -2.41779
C -0.87502 -2.18785 -3.69385
C -0.94037 -4.05284 -1.31967
C 1.23952 -4.30862 -3.41151
Si 2.55690 -0.22146 -2.76181
C 4.13173 0.53063 -2.02777
C 1.46151 1.23548 -3.25539
C 3.06664 -1.07438 -4.37829
H 5.07774 -2.66999 1.26472
H 3.63653 -1.77300 1.78844
H 4.69375 -1.09731 0.54329
H 5.25790 -4.09697 -1.24762
H 5.03205 -2.59373 -2.15311
H 4.04265 -4.00762 -2.53599
H 3.27471 -4.91227 1.07071
H 2.32184 -5.23611 -0.39273
H 1.63241 -4.25519 0.91374
H -1.59893 -1.52174 -3.21841
H -1.43489 -2.93825 -4.26370
H -0.28341 -1.59828 -4.40258
H -1.66530 -3.38990 -0.83591
H -0.40183 -4.58979 -0.53085
H -1.49852 -4.78669 -1.91170
H 1.94557 -3.81841 -4.08679
H 0.56317 -4.92781 -4.01314
H 1.80723 -4.97380 -2.75489
H 3.87455 1.07552 -1.11388
H 4.59785 1.22992 -2.73028
H 4.86999 -0.23346 -1.76881
H 1.11872 1.76911 -2.36288
H 0.57909 0.90262 -3.81045
H 2.01677 1.93372 -3.89261
H 3.71184 -1.93860 -4.21095
H 3.61131 -0.35533 -5.00226
H 2.19123 -1.40966 -4.94348
*
```

***

A 2-piece molecular cluster, C5H16N2O overall in a non-equilibrium geometry. Source: OMol25; level of theory: the ωB97M-V functional and the def2-TZVPD basis.

Calculated values
HOMO: -9.138 eV
E_tot: -384.8266 hartree
SMILES string: C[C@@H](N)CCCN.O
Max |F|: 2.340 eV Å⁻¹
Gap between HOMO and LUMO: 0.3708 Eh
Energy above the lowest of the compared OMol25 structures with the same formula, charge and spin: 0.857 eV

Structure (ORCA input):
```
! wB97M-V def2-TZVPD RIJCOSX def2/J DEFGRID3
* xyz 0 1
C -2.10241 -1.89064 -1.01711
C -0.81239 -1.15122 -0.67971
N -0.79758 0.08045 -1.53745
C -0.83001 -0.63476 0.79513
C 0.52190 -0.83583 1.45664
C 1.73444 -0.14726 0.82826
N 1.83657 1.25700 1.24712
H -2.29755 -1.88809 -2.08704
H -3.01525 -1.51246 -0.53781
H -2.13954 -2.93511 -0.67040
H 0.04305 -1.81631 -0.74776
H -0.35180 -0.06830 -2.43161
H -1.76527 0.36556 -1.60168
H -1.67367 -1.04362 1.35883
H -1.06455 0.43974 0.79012
H 0.55830 -0.70592 2.54354
H 0.69736 -1.92763 1.45365
H 1.77212 -0.13160 -0.27944
H 2.64395 -0.74997 0.90986
H 2.42409 1.52029 2.03348
H 0.89869 1.54060 1.44806
O 0.39830 2.86586 -0.91284
H 1.27084 2.84453 -0.48373
H 0.07619 1.93799 -0.91141
*
```

***

One molecule with the formula C4H7NO. Source: OMol25; level of theory: the ωB97M-V functional and the def2-TZVPD basis.

Calculated values
HOMO: -9.597 eV
E_tot: -286.5194 hartree
SMILES string: C1N[C@H]1[C@H]1CO1
Max |F|: 0.719 eV Å⁻¹
Gap between HOMO and LUMO: 0.3953 Eh
Energy above the lowest of the compared OMol25 structures with the same formula, charge and spin: 3.054 eV

Structure (ORCA input):
```
! wB97M-V def2-TZVPD RIJCOSX def2/J DEFGRID3
* xyz 0 1
C 0.94338 1.50640 -0.16694
N 1.34532 0.54690 0.85985
C 0.77983 0.05621 -0.39307
C -0.59095 -0.52550 -0.58086
C -1.23980 -1.43355 0.36521
O -1.61681 -0.06145 0.27844
H 0.01999 2.04795 0.03114
H 1.74723 2.06733 -0.62963
H 0.67309 0.67815 1.60551
H 1.52823 -0.41752 -1.02559
H -0.88151 -0.60648 -1.63295
H -1.98885 -2.14289 0.01033
H -0.71915 -1.71555 1.27856
*
```

***

A 11-piece molecular cluster, C22H66O21 overall in a non-equilibrium geometry. Source: OMol25; level of theory: the ωB97M-V functional and the def2-TZVPD basis.

Calculated values
HOMO: -9.568 eV
E_tot: -2457.6787 hartree
SMILES string: OCCO.OCCO.OCCO.OCCO.OCCO.OCCO.OCCO.OCCO.OCCO.OCCO.CCO
Max |F|: 3.460 eV Å⁻¹
Gap between HOMO and LUMO: 0.3741 Eh
Energy above the lowest of the compared OMol25 structures with the same formula, charge and spin: 0.378 eV

Structure (ORCA input):
```
! wB97M-V def2-TZVPD RIJCOSX def2/J DEFGRID3
* xyz 0 1
O -3.20594 2.38959 2.80839
C -1.95136 3.11999 2.75160
C -1.66185 3.33053 1.23410
O -1.38872 2.10273 0.64386
H -3.09816 1.80343 3.54033
H -2.17163 4.06284 3.21298
H -1.12904 2.55576 3.17032
H -0.82796 3.92899 1.15295
H -2.52996 3.82583 0.68612
H -0.68938 2.12400 0.02071
O -3.66303 -1.74006 -1.44383
C -4.52466 -2.71722 -0.87078
C -5.16812 -3.41572 -2.05400
O -5.87590 -2.51471 -2.84436
H -3.68770 -0.94189 -0.88828
H -3.96354 -3.41468 -0.22073
H -5.24633 -2.24873 -0.23683
H -5.81719 -4.28276 -1.84964
H -4.29052 -3.90285 -2.63678
H -5.32178 -1.84529 -3.27640
O 0.78862 -3.09821 -3.03382
C -0.13518 -3.93109 -3.73722
C -1.54537 -3.73086 -3.16143
O -1.77087 -2.33483 -3.26031
H 0.23875 -2.32524 -2.83772
H -0.08500 -3.62071 -4.81421
H 0.22935 -4.98963 -3.58016
H -1.67148 -4.09272 -2.11115
H -2.26457 -4.30071 -3.80306
H -2.52374 -2.20058 -2.59296
O 2.41483 1.05488 -2.40417
C 3.46461 0.12282 -2.45576
C 4.79841 0.87566 -2.51977
O 4.79333 2.03176 -1.56659
H 2.27947 1.51328 -3.24428
H 3.37395 -0.43486 -1.54050
H 3.20512 -0.58906 -3.27658
H 5.02859 1.41021 -3.42861
H 5.64282 0.23756 -2.27513
H 4.70411 1.85892 -0.59207
O -3.26958 0.12611 4.11846
C -4.19247 -0.58739 3.26039
C -4.64187 0.23946 2.02090
O -3.55730 0.27982 1.08457
H -2.44477 -0.44566 4.19009
H -3.63529 -1.47115 2.89562
H -5.06546 -0.77207 3.83367
H -5.14171 1.24550 2.24332
H -5.51610 -0.30015 1.59734
H -3.03480 1.08696 1.35081
O 4.27810 1.45809 1.19859
C 3.76556 2.17586 2.31298
C 2.20010 2.30985 2.27067
O 1.60816 1.02903 2.15856
H 4.33875 0.49709 1.31860
H 3.94658 1.74352 3.35212
H 4.18206 3.24506 2.32643
H 1.92272 3.02246 1.48723
H 1.95270 2.75413 3.20442
H 1.51657 0.79352 1.23590
O 1.88249 -1.07120 4.13293
C 2.55789 -2.13684 3.52027
C 4.00129 -1.94558 3.01164
O 4.09270 -1.17526 1.87374
H 1.95546 -0.32550 3.51576
H 2.61777 -2.95708 4.20128
H 1.90498 -2.50394 2.71328
H 4.42486 -2.96274 2.79336
H 4.59724 -1.49446 3.75725
H 3.43580 -1.51548 1.22736
O -0.69374 -3.66976 2.20468
C -1.65220 -4.10048 3.15785
C -1.34205 -3.34554 4.45620
O -1.08184 -1.96076 4.36749
H -1.11596 -2.99373 1.67054
H -2.62919 -3.74604 2.92816
H -1.57901 -5.19513 3.41307
H -0.48088 -3.84726 4.92768
H -2.19821 -3.60936 5.12819
H -0.09921 -1.93717 4.25952
O 0.96171 4.24973 -1.55839
C 2.12102 4.82888 -0.87669
C 3.18254 5.23222 -1.79243
O 3.47259 4.20742 -2.73034
H 1.18377 3.35224 -1.85157
H 1.74917 5.77782 -0.31714
H 2.45384 4.13142 -0.07591
H 4.10013 5.37863 -1.17303
H 3.08393 6.15590 -2.36441
H 3.93742 3.50789 -2.20549
O -1.69424 -1.63099 0.93517
C -0.47876 -0.89734 0.89374
C -0.08289 -0.64562 -0.50803
O 1.00411 0.30187 -0.43578
H -2.43356 -1.05410 0.87688
H -0.59071 0.00982 1.48102
H 0.20988 -1.49965 1.44528
H -0.85643 -0.15599 -1.12018
H 0.24304 -1.60559 -0.95441
H 1.33080 0.63491 -1.29954
C -0.13374 1.21886 -5.35220
C 0.69102 2.45979 -5.55848
O 1.77347 2.38246 -4.55144
H -1.20390 1.44591 -5.27988
H 0.11603 0.79668 -4.38137
H 0.14855 0.51780 -6.15893
H 0.02323 3.34786 -5.49894
H 1.12619 2.61561 -6.55382
H 1.99867 3.32248 -4.41885
*
```

***

C37H55ClNPPt as an isolated structure in a non-equilibrium geometry. Source: OMol25; level of theory: the ωB97M-V functional and the def2-TZVPD basis.

Calculated values
HOMO (spin up / spin down): -4.673 / -8.082 eV
E_tot: -2418.2838 hartree
Max |F|: 5.014 eV Å⁻¹
Gap between HOMO and LUMO (spin up / spin down): 0.1928 / 0.2243 Eh

Structure (ORCA input):
```
! wB97M-V def2-TZVPD RIJCOSX def2/J DEFGRID3
* xyz 0 5
Pt 0.81127 -0.41406 1.38375
Cl 2.21212 -0.83933 3.20722
P 0.43627 0.00655 -0.83498
C -3.72741 -2.26136 0.35522
H -3.65102 -1.89797 -0.66915
H -4.35833 -1.67123 1.00286
C 2.21950 0.22143 -1.37772
C -0.46576 1.66252 -0.97027
C 2.56164 0.44509 -2.85119
H 2.53369 1.12573 -0.82753
C 4.04083 0.83900 -2.94981
H 2.39504 -0.47452 -3.42913
H 1.94363 1.22659 -3.30943
C 4.97663 -0.19582 -2.30830
H 4.31470 0.97794 -4.00183
H 4.18665 1.80678 -2.45044
C 4.53400 -0.64873 -0.91291
H 5.03250 -1.08049 -2.95545
H 5.99139 0.21041 -2.24120
C 3.03670 -0.96800 -0.86105
H 5.09872 -1.53449 -0.58875
H 4.73963 0.14488 -0.17873
H 2.81422 -1.85159 -1.47820
H 2.76365 -1.23103 0.17936
C -0.34560 -1.04669 -2.21085
C -1.97447 1.53197 -1.25912
H -0.36734 2.09218 0.04462
C -2.67088 2.89958 -1.17410
H -2.12925 1.11833 -2.26689
H -2.43606 0.81263 -0.56163
C -1.96583 3.99020 -1.98286
H -3.70631 2.78729 -1.51920
H -2.71334 3.19260 -0.11600
C -0.45354 4.03901 -1.76586
H -2.16848 3.83767 -3.05035
H -2.39451 4.96124 -1.72333
C 0.19204 2.66020 -1.93221
H 0.01461 4.74367 -2.46670
H -0.23188 4.39649 -0.74940
H 0.06962 2.31261 -2.97176
H 1.27390 2.73178 -1.74423
C 0.32979 -2.40845 -2.45680
H -1.36298 -1.22316 -1.81037
C -0.53242 -3.30250 -3.36981
H 1.29626 -2.24193 -2.96124
H 0.55755 -2.91081 -1.50576
C -0.85433 -2.62689 -4.70360
H -0.00404 -4.24813 -3.54808
H -1.46839 -3.54209 -2.84416
C -1.37101 -1.19508 -4.54930
H 0.04533 -2.61229 -5.33053
H -1.59618 -3.21670 -5.24558
C -0.50534 -0.36449 -3.58799
H -1.38357 -0.68846 -5.52473
H -2.40725 -1.21407 -4.17705
H 0.48796 -0.24398 -4.04203
H -0.92477 0.64547 -3.50072
C 0.41532 -2.24779 1.10999
C -3.14059 -3.39636 0.68432
H -0.27613 -2.36785 0.26851
C -2.97277 -3.99210 2.06973
H -2.48871 -3.89453 -0.06278
C -2.08885 -3.30225 3.11323
H -3.98428 -4.03708 2.51162
H -2.67843 -5.03860 1.89867
C -0.56390 -3.51388 3.19668
H -2.36328 -2.24005 3.15084
H -2.43853 -3.69478 4.09196
C 0.42762 -3.42894 2.05095
H -0.24394 -2.85783 4.02590
H -0.44281 -4.54544 3.57291
H 1.42122 -3.63297 2.47944
H 0.25612 -4.25811 1.35888
C 1.41786 4.88987 1.56618
C 2.11034 3.76833 1.08646
C 1.73746 2.49611 1.52516
C 0.57781 2.37300 2.32019
C -0.11957 3.50039 2.78897
C 0.32104 4.75375 2.42362
N 0.04167 1.13231 2.53540
C -0.56669 0.82696 3.74912
C 0.08467 1.10859 4.96606
C -0.47643 0.70237 6.17124
C -1.71255 0.04009 6.18656
C -2.37394 -0.23136 4.97723
C -1.78257 0.11009 3.75499
H 1.74931 5.88620 1.26897
H 2.95623 3.88222 0.39491
H 2.33624 1.59093 1.30158
H -0.99102 3.32356 3.40625
H -0.20575 5.62242 2.80123
H 1.04172 1.61901 4.91814
H 0.05950 0.90255 7.09793
H -2.17258 -0.25841 7.13821
H -3.36210 -0.71197 4.98321
H -2.24829 -0.14390 2.79285
*
```

***

A 3-piece molecular cluster, C5H17NO2 overall in a non-equilibrium geometry. Source: OMol25; level of theory: the ωB97M-V functional and the def2-TZVPD basis.

Calculated values
HOMO (spin up / spin down): 0.909 / -6.402 eV
E_tot: -405.8102 hartree
Max |F|: 5.204 eV Å⁻¹
Gap between HOMO and LUMO (spin up / spin down): 0.1026 / 0.3647 Eh
Energy above the lowest of the compared OMol25 structures with the same formula, charge and spin: 2.585 eV

Structure (ORCA input):
```
! wB97M-V def2-TZVPD RIJCOSX def2/J DEFGRID3
* xyz -1 2
C 0.52130 1.93990 -0.13791
C 0.05374 0.60909 0.25337
C -1.48106 0.64504 -0.08607
C -2.19859 -0.67948 0.19226
C -1.84158 1.03581 -1.60343
N 0.66432 -0.62854 -0.39483
H 0.42385 2.20979 -1.16169
H 0.08314 2.81314 0.30751
H 1.67975 2.05604 0.15744
H 0.34407 0.59446 1.29171
H -2.01048 1.36531 0.66109
H -2.27664 -1.01307 1.20887
H -1.59634 -1.51407 -0.23641
H -3.23222 -0.60591 0.09340
H -2.44001 1.85823 -1.84474
H -0.96618 1.23181 -2.14465
H -2.27061 0.12583 -1.96638
H -0.12446 -1.20142 -0.83713
H 1.28266 -0.34904 -1.09279
H 3.28393 -1.44732 1.54504
H 2.16069 -0.67389 2.37917
O 3.06949 -0.63809 2.20702
H 1.70456 -2.09226 0.44790
H 2.87303 -2.75908 -0.06356
O 2.29364 -2.88230 0.82479
*
```